Entry from OMol25: a cluster of 4 separate species, H8O4 in total (wB97M-V/def2-TZVPD).

Atoms and positions in Å:
O 0.2463 -0.3670 0.9380
H -0.3721 -1.0250 0.6011
H 0.1500 0.3769 0.3327
O 3.2966 -1.3359 -0.2321
H 3.3266 -1.0259 -1.1442
H 2.3595 -1.3138 -0.0075
O 0.5859 2.4621 -0.1727
H 1.0721 1.6321 -0.2332
H -0.0948 2.2876 0.4870
O -3.4792 -0.9313 -0.3280
H -3.1771 -0.1076 -0.7269
H -3.9138 -0.6523 0.4858

As for the SMILES: O.O.O.O. As for the energy above the lowest of the compared OMol25 structures with the same formula, charge and spin: 1.202 eV. Its net charge is 0. Its spin multiplicity is 1. The value obtained for the LUMO energy is 0.12 eV.

=====

Entry from OMol25: a cluster of 2 separate species, C4H12O2 in total at a distorted geometry (wB97M-V/def2-TZVPD).

Atoms and positions in Å:
C -0.1478 1.3282 -0.0070
C 0.6555 0.0691 -0.0088
C 1.4289 -0.0621 1.2522
C 1.6369 -0.0621 -1.1901
O -0.1972 -1.0878 -0.0351
H -0.8912 1.5185 0.7644
H -0.7880 1.4278 -0.9122
H 0.5448 2.1990 0.0462
H 2.3180 0.5680 1.2645
H 1.7630 -1.1454 1.2786
H 0.8899 0.0605 2.1986
H 1.1173 -0.1981 -2.1440
H 2.2682 -0.9842 -1.0375
H 2.1725 0.8119 -1.2175
H 0.3900 -1.8529 0.2291
O -3.0364 -0.1215 -0.1171
H -2.2292 -0.4809 -0.3892
H -3.1280 0.1119 0.8587

As for the SMILES: CC(C)(C)O.O. As for the energy above the lowest of the compared OMol25 structures with the same formula, charge and spin: 0.392 eV. Its net charge is 0. Its spin multiplicity is 1. The value obtained for the LUMO energy is 0.75 eV.

=====

Entry from OMol25: a structure of composition C5H4NPdS5Sb at a distorted geometry (wB97M-V/def2-TZVPD).

Atoms and positions in Å:
Pd 0.0321 -1.4878 0.0049
S 2.4032 -0.8168 -0.0080
C 1.5645 0.6883 -0.0040
C 2.1580 1.9665 -0.0005
C 1.3522 3.0817 0.0020
C -0.0380 2.9329 -0.0005
C -0.5548 1.6528 -0.0036
N 0.2197 0.5736 -0.0041
H 3.2371 2.0396 0.0007
H 1.7935 4.0727 0.0058
H -0.6976 3.7899 0.0010
H -1.6222 1.4594 -0.0047
S -2.8635 -5.1399 -1.9017
Sb -2.2623 -4.1019 0.0496
S -2.2209 -1.4563 0.0572
S 0.1284 -3.7200 -0.0006
S -2.6295 -5.5347 1.8064

As for the energy above the lowest of the compared OMol25 structures with the same formula, charge and spin: 0.331 eV. Its net charge is -2. Its spin multiplicity is 1. The value obtained for the LUMO energy is 4.56 eV.

=====

Entry from OMol25: a cluster of 2 separate species, C30H53F3N2O3 in total (wB97M-V/def2-TZVPD).

Atoms and positions in Å:
C 4.8522 -3.5445 1.5509
C 4.8943 -4.0901 0.1207
C 5.0849 -3.0061 -0.9441
C 3.9473 -1.9594 -0.9910
C 4.3931 -0.5032 -0.7744
C 4.3409 -0.0299 0.6861
C 4.1831 1.4949 0.8464
C 3.2405 1.8726 1.9981
C 1.7734 1.6437 1.6186
C 1.2205 2.6892 0.6365
C -0.2760 2.9722 0.8618
C -1.0665 3.4179 -0.3757
C -2.0853 2.4564 -0.9556
C -2.8583 3.1266 -2.1241
N -2.1254 3.7204 -3.2228
C -3.1281 2.0716 0.1117
C -3.7244 0.6871 -0.1295
C -2.6633 -0.3735 0.1475
O -2.9650 -1.6318 -0.4485
C -4.2555 -2.1456 -0.1596
C -4.2705 -3.6788 -0.2881
C -2.9685 -4.3034 0.2026
O -5.3974 -4.1711 0.4137
C -2.4109 -0.5870 1.6483
C -1.3324 -1.3977 2.0176
C -1.0506 -1.6635 3.3484
C -1.8522 -1.1178 4.3474
C -2.9318 -0.3220 3.9947
C -3.2094 -0.0557 2.6551
C -1.3381 0.0574 -0.5060
N -1.4843 1.1430 -1.5167
C -0.1828 1.2898 -2.2480
C -0.1768 0.3622 -3.4699
C 1.2302 0.0275 -3.9462
F 2.1536 0.8837 -3.4503
F 1.5919 -1.2210 -3.5620
F 1.3136 0.0779 -5.2955
H 5.1623 -4.2975 2.2760
H 3.8522 -3.2102 1.8333
H 5.5167 -2.6836 1.6607
H 3.9633 -4.6241 -0.0926
H 5.7122 -4.8088 0.0333
H 5.1450 -3.5081 -1.9127
H 6.0437 -2.5113 -0.7654
H 3.2131 -2.2191 -0.2213
H 3.4519 -2.0286 -1.9611
H 5.4286 -0.4128 -1.1186
H 3.7973 0.1650 -1.4003
H 5.2706 -0.3241 1.1812
H 3.5284 -0.5438 1.2095
H 5.1623 1.9573 0.9815
H 3.7764 1.9032 -0.0854
H 3.4908 1.2543 2.8649
H 3.3788 2.9269 2.2432
H 1.1740 1.7159 2.5313
H 1.6735 0.6323 1.2062
H 1.4249 2.4081 -0.4004
H 1.7567 3.6291 0.7942
H -0.7411 2.1296 1.3873
H -0.3399 3.8337 1.5344
H -1.5996 4.3346 -0.0548
H -0.3574 3.7772 -1.1244
H -3.5832 2.4181 -2.5446
H -3.4142 3.9353 -1.6495
H -1.6728 3.0729 -3.8482
H -1.4938 4.4496 -2.9240
H -2.7084 2.1239 1.1138
H -3.9160 2.8234 0.0644
H -4.6186 0.5125 0.4641
H -4.0341 0.6044 -1.1791
H -4.9860 -1.7093 -0.8493
H -4.5770 -1.8932 0.8576
H -4.4255 -3.9267 -1.3389
H -2.6574 -3.8219 1.1344
H -3.1196 -5.3684 0.3747
H -2.1733 -4.1567 -0.5273
H -5.2061 -4.1318 1.3566
H -0.7128 -1.8526 1.2527
H -0.2096 -2.2964 3.6013
H -1.6392 -1.3011 5.3923
H -3.5613 0.0963 4.7686
H -4.0528 0.5868 2.4398
H -0.5859 0.3580 0.2186
H -0.9440 -0.8139 -1.0362
H -2.1617 0.8050 -2.2020
H 0.6051 1.0046 -1.5576
H -0.0639 2.3175 -2.5634
H -0.6999 -0.5752 -3.2769
H -0.6849 0.8491 -4.3057
O -0.7831 5.7377 0.8849
H -1.2705 6.4646 0.4810

Its net charge is 0. Its spin multiplicity is 1. The value obtained for the LUMO energy is -0.24 eV.

=====

Entry from OMol25: a cluster of 4 separate species, C27H61N3O4 in total at a distorted geometry (wB97M-V/def2-TZVPD).

Atoms and positions in Å:
C -1.9976 -1.4444 -0.1292
O -2.4839 -0.2691 -0.7474
C -3.8019 0.0460 -0.3876
C -4.2075 1.3864 -0.9941
C -5.1550 2.2001 -0.1091
C -6.6134 1.7769 -0.2071
C -6.9851 0.6044 0.7103
C -8.1263 -0.1832 0.1372
C -7.8806 -1.5069 -0.5563
O -9.2299 -1.9749 -0.6797
C -9.9900 -1.2799 0.2197
O -11.2078 -1.2483 0.2321
O -9.1414 -0.6185 1.0752
H -1.0012 -1.2552 0.2457
H -2.6109 -1.7462 0.7153
H -1.9835 -2.2712 -0.8297
H -3.8990 0.0943 0.6974
H -4.4929 -0.7288 -0.7310
H -3.3188 1.9545 -1.2274
H -4.7586 1.1862 -1.9057
H -4.8485 2.1810 0.9331
H -5.0836 3.2354 -0.4249
H -6.8745 1.5194 -1.2290
H -7.2379 2.6235 0.0500
H -7.2963 0.9992 1.6685
H -6.1491 -0.0619 0.8804
H -8.6844 0.3886 -0.6066
H -7.4036 -1.3518 -1.5131
H -7.3650 -2.2390 0.0507
C 0.4366 1.1550 1.0103
C 1.4795 0.1213 1.4031
N 1.3820 -1.0957 0.6208
C 2.1629 -2.1940 1.1601
C 3.6887 -2.0479 1.1963
C 1.4367 -0.9216 -0.8201
C 2.6691 -0.2291 -1.4173
H -0.5656 0.7288 1.0437
H 0.4649 1.9992 1.7014
H 0.6068 1.5510 0.0085
H 1.3213 -0.1466 2.4512
H 2.4777 0.5850 1.3503
H 1.9058 -3.1010 0.6061
H 1.8130 -2.3713 2.1821
H 4.1304 -2.1482 0.2053
H 4.1161 -2.8372 1.8185
H 4.0017 -1.0937 1.6204
H 0.5502 -0.3586 -1.1243
H 1.3149 -1.9034 -1.2839
H 2.9403 0.6726 -0.8666
H 2.4570 0.0698 -2.4456
H 3.5378 -0.8851 -1.4470
C 8.3443 -6.5199 -2.9555
C 7.6127 -6.3150 -1.6376
N 6.9686 -5.0200 -1.5401
C 6.5238 -4.6942 -0.1978
C 5.4280 -5.5615 0.4339
C 6.0440 -4.6962 -2.6112
C 4.8632 -5.6450 -2.8586
H 9.0492 -5.7082 -3.1377
H 8.9034 -7.4556 -2.9245
H 7.6590 -6.5789 -3.8017
H 8.3434 -6.3815 -0.8275
H 6.9095 -7.1504 -1.4894
H 6.1994 -3.6501 -0.1893
H 7.4028 -4.7278 0.4537
H 4.4487 -5.3593 0.0014
H 5.3583 -5.3405 1.5011
H 5.6375 -6.6270 0.3375
H 6.6171 -4.6200 -3.5387
H 5.6638 -3.6867 -2.4357
H 5.1714 -6.6912 -2.8615
H 4.4228 -5.4333 -3.8350
H 4.0741 -5.5235 -2.1182
C -2.1304 4.2841 2.1552
C -1.9763 5.6365 1.4719
N -1.0210 6.4989 2.1426
C -1.0406 7.8723 1.6756
C -0.6456 8.1472 0.2195
C 0.2832 5.8943 2.3384
C 1.0047 5.3617 1.0951
H -2.3878 4.4069 3.2078
H -2.9273 3.7158 1.6730
H -1.2192 3.6894 2.0869
H -2.9464 6.1406 1.4680
H -1.7143 5.4638 0.4154
H -0.4032 8.4664 2.3355
H -2.0546 8.2529 1.8329
H 0.4279 8.0521 0.0620
H -0.9194 9.1701 -0.0464
H -1.1569 7.4819 -0.4767
H 0.1572 5.0594 3.0321
H 0.9262 6.5998 2.8697
H 0.3262 4.7984 0.4534
H 1.7999 4.6801 1.4053
H 1.4728 6.1474 0.5044

As for the SMILES: COCCCCC[C@H]1COC(=O)O1.CCN(CC)CC.CCN(CC)CC.CCN(CC)CC. Its net charge is 0. Its spin multiplicity is 1. The value obtained for the LUMO energy is 0.61 eV.

=====

Entry from OMol25: a cluster of 6 separate species, C22H32F12O14 in total at a distorted geometry (wB97M-V/def2-TZVPD).

Atoms and positions in Å:
C -26.7839 -13.6945 7.4342
C -25.7137 -12.7326 6.8745
O -24.6395 -12.3701 7.7773
C -23.4951 -11.6963 7.2793
O -23.2744 -11.5014 6.0686
C -22.4108 -11.2724 8.4053
F -21.9673 -10.0652 8.1808
F -23.0014 -11.1746 9.6688
F -21.4724 -12.2457 8.4606
H -26.3539 -14.6857 7.5777
H -27.5151 -13.7992 6.6327
H -27.3424 -13.1651 8.2062
H -26.1683 -11.8414 6.4416
H -25.2455 -13.2379 6.0298
C -30.9855 -9.3215 5.9914
C -31.7217 -9.1079 7.3773
O -30.7219 -9.0840 8.3510
C -30.9376 -9.4825 9.6000
O -31.9745 -10.0230 10.0172
C -29.6860 -9.3665 10.5628
F -29.1499 -8.2121 10.4550
F -29.9578 -9.5558 11.8015
F -28.7775 -10.3028 10.2366
H -31.3472 -8.5942 5.2646
H -31.1592 -10.2960 5.5351
H -29.9116 -9.1462 5.9272
H -32.5332 -9.8197 7.5282
H -32.1427 -8.1253 7.1642
C -25.3366 -5.1121 8.8065
C -25.2259 -4.0031 9.9269
O -26.5701 -3.4209 10.0017
C -27.2089 -3.2568 11.1805
O -26.7333 -3.5875 12.2550
C -28.6505 -2.8761 11.0363
F -29.4035 -3.9798 11.2220
F -28.8830 -2.0952 12.0967
F -29.0023 -2.2962 9.8862
H -24.3696 -5.3985 8.3931
H -25.9357 -4.6165 8.0426
H -25.8529 -5.9797 9.2176
H -24.7461 -3.0802 9.6011
H -24.7324 -4.3263 10.8435
C -36.6404 1.5478 6.2506
C -36.1206 0.4849 7.2579
O -35.6113 1.0052 8.5019
C -34.4851 1.6753 8.6063
O -33.7466 1.9022 7.6331
C -34.2255 2.0904 10.0267
F -32.8902 1.9982 10.2612
F -34.7184 3.3209 10.1639
F -34.8801 1.2626 10.8057
H -37.5365 2.0179 6.6555
H -36.7871 1.1085 5.2638
H -35.7416 2.1573 6.1565
H -35.3322 -0.0929 6.7756
H -36.8557 -0.2668 7.5457
C -27.7569 -7.6569 17.5801
O -28.9540 -8.4707 17.8084
C -28.9377 -9.6340 18.4338
O -27.8830 -10.1455 18.8967
O -30.1796 -10.0931 18.5980
C -30.2935 -11.4433 18.9335
H -26.9095 -8.3044 17.3548
H -27.5548 -7.0737 18.4785
H -27.9903 -7.0455 16.7084
H -31.2421 -11.5296 19.4636
H -29.4602 -11.8451 19.5100
H -30.3196 -12.0478 18.0269
C -29.6784 1.1401 16.9952
O -28.6363 1.4279 16.0140
C -27.3931 1.7004 16.4195
O -26.9871 1.6651 17.5794
O -26.6728 1.8288 15.3210
C -25.2971 1.3843 15.2829
H -30.6830 0.9249 16.6310
H -29.8108 1.9486 17.7143
H -29.3771 0.3061 17.6290
H -24.7182 1.5995 16.1811
H -24.6058 1.7414 14.5195
H -25.2183 0.2973 15.3008

As for the SMILES: CCOC(=O)C(F)(F)F.CCOC(=O)C(F)(F)F.CCOC(=O)C(F)(F)F.CCOC(=O)C(F)(F)F.COC(=O)OC.COC(=O)OC. Its net charge is 0. Its spin multiplicity is 1. The value obtained for the LUMO energy is 0.20 eV.

=====

Question: LUMO energy of number 2 (C4H12O2)?
Answer: 0.75 eV

=====

Question: Look up the LUMO energy of the fifth one.
Answer: 0.61 eV

=====

Question: Which of these has the lowest net charge?
Answer: C5H4NPdS5Sb